C22H88N44O22 | the ωB97M-V functional and the def2-TZVPD basis

* HOMO: -0.293 hartree
* ΔE to the lowest compared entry with this formula, charge and spin: 342.9 kcal per mole
* LUMO energy: -0.03813 Ha
* gap between HOMO and LUMO: 6.94 eV
* strongest force on any atom: 8.74 eV Å⁻¹

Structure (ORCA input):
```
! RIJCOSX wB97M-V def2-TZVPD def2/J DEFGRID3
* xyz 0 1
C 13.604 13.632 19.041
O 13.663 12.782 19.920
N 14.405 13.583 18.044
N 12.573 14.366 18.862
H 14.271 14.360 17.413
H 15.144 12.897 18.084
H 12.697 15.075 18.153
H 11.859 14.441 19.572
C 15.375 16.825 20.453
O 14.637 17.502 19.699
N 16.090 15.815 20.136
N 15.409 17.143 21.729
H 16.649 15.292 20.795
H 16.083 15.501 19.176
H 15.810 16.405 22.290
H 15.214 18.119 21.899
C 14.282 19.098 13.384
O 13.666 19.465 14.363
N 14.946 19.896 12.654
N 14.441 17.842 13.220
H 15.723 19.663 12.051
H 14.726 20.776 13.097
H 13.930 17.624 14.064
H 14.522 17.417 12.307
C 18.385 14.628 17.286
O 19.053 14.551 18.306
N 18.520 15.560 16.445
N 17.528 13.741 16.825
H 19.019 16.402 16.694
H 17.990 15.689 15.594
H 17.416 12.959 17.455
H 17.004 13.972 15.993
C 11.125 10.352 16.345
O 11.903 9.912 15.533
N 10.329 9.556 17.013
N 10.990 11.607 16.678
H 10.450 8.576 16.799
H 9.837 9.864 17.839
H 10.084 11.983 16.917
H 11.738 12.209 16.367
C 14.999 16.842 9.698
O 13.989 17.209 10.322
N 15.570 15.661 9.826
N 15.613 17.589 8.832
H 15.099 14.889 10.276
H 16.567 15.658 9.662
H 16.184 17.031 8.214
H 15.046 18.359 8.506
C 19.950 9.732 13.370
O 20.976 10.296 12.976
N 18.964 10.248 13.928
N 19.901 8.414 13.395
H 18.876 11.253 13.965
H 18.337 9.677 14.478
H 20.481 7.900 12.748
H 19.160 7.887 13.834
C 18.307 8.624 9.742
O 18.415 9.790 9.446
N 19.114 7.671 9.320
N 17.411 8.181 10.556
H 19.874 8.092 8.805
H 19.177 6.925 9.998
H 16.733 8.761 11.029
H 17.395 7.178 10.677
C 13.549 16.429 16.476
O 14.696 16.059 16.242
N 12.608 16.281 15.585
N 12.979 17.061 17.405
H 12.888 16.058 14.641
H 11.701 16.721 15.655
H 13.495 17.408 18.202
H 11.992 17.188 17.579
C 13.586 9.367 19.377
O 13.264 8.239 19.129
N 13.025 9.963 20.404
N 14.290 10.149 18.631
H 12.345 9.370 20.858
H 13.067 10.969 20.488
H 14.791 9.918 17.785
H 14.277 11.073 19.038
C 16.330 14.039 13.842
O 16.871 15.065 14.249
N 16.893 13.161 13.050
N 15.055 13.692 14.071
H 17.742 13.535 12.650
H 16.334 12.442 12.612
H 14.606 14.267 14.770
H 14.776 12.753 13.824
C 14.829 10.551 11.662
O 14.921 11.728 12.073
N 14.655 10.290 10.437
N 14.995 9.415 12.328
H 14.799 10.924 9.664
H 14.941 9.373 10.127
H 14.759 8.579 11.813
H 14.970 9.423 13.338
C 18.532 13.423 10.103
O 18.406 14.466 10.742
N 19.416 13.119 9.207
N 17.530 12.561 10.042
H 20.036 13.840 8.867
H 19.344 12.184 8.832
H 16.797 12.656 10.729
H 17.505 11.659 9.588
C 22.950 12.628 15.052
O 22.746 13.312 15.976
N 23.804 12.750 14.069
N 22.228 11.537 14.852
H 24.351 13.557 13.808
H 24.169 11.881 13.708
H 21.804 11.210 13.995
H 21.923 11.100 15.710
C 11.530 13.583 13.183
O 11.807 14.775 13.126
N 12.098 12.533 12.732
N 10.328 13.213 13.687
H 11.821 11.623 13.072
H 12.960 12.773 12.263
H 9.855 14.002 14.102
H 9.909 12.299 13.589
C 22.693 12.713 9.964
O 23.624 13.194 10.630
N 21.797 11.964 10.466
N 22.524 12.872 8.639
H 21.934 11.864 11.462
H 20.990 11.568 10.005
H 21.777 12.405 8.145
H 23.149 13.538 8.207
C 20.854 15.986 13.547
O 20.848 17.097 13.129
N 21.028 15.629 14.784
N 20.722 14.948 12.771
H 20.933 16.448 15.368
H 21.051 14.652 15.037
H 20.781 13.981 13.055
H 20.599 15.269 11.821
C 15.804 9.932 15.593
O 16.874 9.465 15.503
N 15.531 11.226 15.438
N 14.706 9.207 15.800
H 16.332 11.770 15.153
H 14.645 11.652 15.671
H 13.833 9.715 15.786
H 14.717 8.198 15.824
C 18.793 17.227 8.902
O 18.284 16.273 8.313
N 19.709 17.972 8.422
N 18.761 17.341 10.180
H 20.116 18.657 9.043
H 19.895 17.938 7.430
H 18.500 16.432 10.535
H 19.491 17.949 10.521
C 9.426 16.269 17.484
O 10.121 16.136 18.506
N 9.662 15.604 16.398
N 8.463 17.036 17.296
H 10.398 14.928 16.546
H 8.975 15.576 15.658
H 8.119 17.115 16.349
H 8.117 17.790 17.873
C 17.981 18.602 14.621
O 18.614 19.670 14.571
N 17.865 17.785 13.632
N 17.271 18.282 15.646
H 18.517 17.841 12.862
H 17.185 17.045 13.733
H 16.785 17.397 15.643
H 17.233 18.981 16.373
C 10.878 17.950 12.434
O 10.498 19.101 12.326
N 10.600 17.337 13.554
N 11.479 17.187 11.599
H 10.770 16.341 13.542
H 9.978 17.932 14.083
H 11.935 17.635 10.817
H 11.795 16.271 11.883
*
```